1.
# C31H32BHfN4SbSe4

C31H32BHfN4SbSe4 as an isolated structure (ωB97M-V with the def2-TZVPD basis set, the Open Molecules 2025 dataset).

Output
* orbital gap: 5.283 eV
* charge: -2
* lowest unoccupied orbital energy: 4.288 eV

Each line ends with the Löwdin charge.
Atoms and positions in Å:
Hf (-0.84, -0.17, 1.93)  0.79
Sb (-2.33, -2.28, 2.32)  0.06
Se (-4.30, -3.11, 0.60)  -0.17
Se (-0.11, -1.51, 3.80)  0.11
Se (-4.03, -0.95, 1.02)  -0.17
Se (-3.55, -3.40, 4.20)  -0.35
N (-2.36, 2.17, 2.75)  -0.08
N (-2.22, 1.51, 1.58)  -0.13
N (0.38, 1.44, 2.72)  -0.11
N (-0.25, 1.59, 3.91)  -0.14
C (1.42, -1.79, -2.95)  -0.07
C (1.70, 1.44, 2.99)  -0.16
C (0.87, -3.54, 0.40)  -0.07
C (3.22, -3.09, 3.33)  -0.08
C (1.94, 3.52, -0.36)  -0.12
C (0.93, -2.90, -2.03)  -0.39
C (-0.56, -0.89, -0.04)  -0.18
C (-0.04, 3.50, -2.29)  -0.06
C (1.91, 1.61, 4.35)  -0.06
C (0.68, 4.65, -2.05)  -0.13
C (0.63, 1.69, 4.89)  -0.11
C (1.22, 2.37, -0.60)  -0.05
C (-2.36, -0.21, -2.90)  -0.03
C (-2.60, 2.33, 0.60)  -0.12
C (0.20, 2.30, -1.58)  -0.20
C (-0.58, 0.14, -0.74)  -0.23
C (2.68, -2.16, -0.33)  -0.05
C (-1.31, 0.74, -2.96)  -0.19
C (2.61, -2.95, 1.96)  -0.33
C (1.41, -3.59, 1.67)  -0.11
C (1.52, -2.85, -0.63)  -0.25
C (-0.59, 1.11, -1.76)  -0.25
C (-2.99, 3.55, 1.14)  -0.04
C (-2.97, -0.68, -4.05)  -0.10
C (-2.82, 3.40, 2.51)  -0.07
C (1.69, 4.68, -1.09)  -0.15
C (-2.58, -0.22, -5.30)  -0.14
C (3.21, -2.21, 0.96)  -0.06
C (-1.55, 0.70, -5.38)  -0.13
C (1.23, -4.26, -2.66)  -0.08
C (-0.93, 1.18, -4.24)  -0.07
B (-1.81, 1.51, 4.02)  -0.48
H (2.41, 1.34, 2.18)  0.11
H (-0.16, -2.81, -1.93)  0.13
H (2.27, 5.58, -0.92)  0.08
H (4.09, -2.44, 3.44)  0.07
H (-0.08, 1.85, -4.34)  0.10
H (-3.06, -0.59, -6.20)  0.08
H (-3.01, 4.09, 3.32)  0.12
H (0.89, -4.12, 2.46)  0.10
H (3.19, -1.58, -1.08)  0.10
H (-3.34, 4.41, 0.61)  0.09
H (-3.77, -1.41, -3.95)  0.10
H (0.30, 1.77, 5.91)  0.12
H (0.89, -5.08, -2.03)  0.07
H (1.28, -0.81, -2.49)  0.07
H (2.72, 3.51, 0.39)  0.09
H (-0.06, -4.06, 0.20)  0.12
H (4.13, -1.66, 1.18)  0.10
H (-2.68, -0.60, -1.95)  0.09
H (-2.17, 2.09, 5.00)  0.08
H (2.48, -1.92, -3.19)  0.07
H (-0.85, 3.53, -3.02)  0.10
H (2.48, -2.83, 4.09)  0.02
H (0.46, 5.55, -2.61)  0.09
H (0.85, -1.80, -3.88)  0.08
H (-1.20, 1.05, -6.35)  0.09
H (-2.13, 0.33, 4.02)  0.03
H (-2.57, 2.00, -0.42)  0.11
H (3.53, -4.12, 3.49)  0.07
H (2.31, -4.38, -2.82)  0.07
H (2.85, 1.64, 4.87)  0.09
H (0.73, -4.35, -3.63)  0.07
H (1.46, 1.47, -0.03)  0.08

2.
# C16H46BIN2O5Si4

A 3-piece molecular cluster, C16H46BIN2O5Si4 overall (ωB97M-V with the def2-TZVPD basis set, the Open Molecules 2025 dataset).

Output
* orbital gap: 9.847 eV
* charge: 0
* lowest unoccupied orbital energy: 0.321 eV
* SMILES: CC[C@@H](I)NC(=O)OB(N)O.C[Si](C)(C)O[Si](C)(C)C.C[Si](C)(C)O[Si](C)(C)C

Each line ends with the Löwdin charge.
Atoms and positions in Å:
I (1.72, 0.96, 5.38)  0.83
Si (-3.42, 0.84, -1.85)  0.34
Si (-3.78, 1.21, -4.90)  0.34
Si (4.54, -3.84, 1.19)  0.34
Si (2.01, -2.43, 0.08)  0.35
O (-1.26, 1.58, 1.64)  0.12
O (3.17, -3.57, 0.31)  -0.27
O (-3.75, 1.55, -3.29)  -0.27
O (-0.71, 2.19, 3.73)  0.10
O (-1.63, 3.77, 5.20)  0.17
N (0.87, 1.30, 2.37)  0.08
N (-2.89, 3.31, 3.20)  0.24
C (5.21, -5.52, 0.77)  -0.16
C (2.49, 2.98, 3.19)  -0.29
C (1.49, 4.09, 3.49)  -0.10
C (1.12, -2.07, 1.69)  -0.15
C (-2.08, 0.68, -5.47)  -0.16
C (-4.99, -0.18, -5.24)  -0.16
C (4.15, -3.76, 3.02)  -0.16
C (-4.57, -0.61, -1.58)  -0.16
C (-1.65, 0.27, -1.79)  -0.16
C (5.82, -2.55, 0.78)  -0.16
C (1.95, 1.55, 3.29)  -0.70
C (-4.30, 2.73, -5.84)  -0.17
C (2.79, -0.84, -0.53)  -0.15
C (-3.62, 2.05, -0.45)  -0.17
C (-0.45, 1.70, 2.53)  -0.55
C (0.77, -3.03, -1.16)  -0.15
B (-1.75, 3.10, 4.00)  -0.76
H (1.79, -1.60, 2.43)  0.02
H (3.44, -0.40, 0.22)  0.02
H (-0.96, 1.08, -2.02)  0.04
H (5.50, -1.55, 1.10)  0.02
H (6.12, -5.71, 1.35)  0.03
H (-4.66, -1.11, -4.79)  0.02
H (-4.32, 2.51, -6.91)  0.03
H (-1.33, 1.43, -5.21)  0.04
H (-5.09, -0.34, -6.32)  0.03
H (1.98, 5.06, 3.39)  0.08
H (-1.78, -0.27, -5.02)  0.02
H (0.28, -1.39, 1.51)  0.03
H (5.03, -4.04, 3.60)  0.03
H (1.24, -3.23, -2.13)  0.04
H (-3.61, 3.55, -5.68)  0.03
H (-2.81, 3.19, 2.20)  0.06
H (-3.35, 4.19, 3.42)  0.09
H (3.34, -4.45, 3.28)  0.04
H (-4.39, -1.41, -2.31)  0.02
H (1.11, 4.02, 4.51)  0.06
H (-4.63, 2.45, -0.37)  0.04
H (-4.42, -1.03, -0.58)  0.03
H (3.86, -2.76, 3.32)  0.02
H (2.01, -0.12, -0.78)  0.03
H (0.00, -2.26, -1.31)  0.01
H (6.76, -2.78, 1.28)  0.03
H (6.01, -2.51, -0.29)  0.04
H (4.49, -6.31, 1.01)  0.03
H (0.88, 0.35, 2.02)  0.08
H (-3.38, 1.53, 0.48)  0.02
H (-5.30, 3.06, -5.55)  0.03
H (-1.41, -0.10, -0.78)  0.02
H (5.46, -5.61, -0.29)  0.03
H (3.32, 3.05, 3.90)  0.09
H (-5.98, 0.06, -4.84)  0.04
H (-1.06, 3.30, 5.82)  0.10
H (2.92, 3.10, 2.19)  0.12
H (-2.92, 2.88, -0.56)  0.04
H (-5.61, -0.31, -1.66)  0.04
H (3.38, -1.02, -1.43)  0.04
H (0.28, -3.94, -0.83)  0.04
H (-1.47, -0.54, -2.50)  0.02
H (2.75, 0.88, 2.99)  0.06
H (0.72, -2.98, 2.14)  0.05
H (-2.07, 0.55, -6.56)  0.03
H (0.66, 4.09, 2.78)  0.08

3.
# C35H26Cl5NO4P2Ti

C35H26Cl5NO4P2Ti as an isolated structure (ωB97M-V with the def2-TZVPD basis set, the Open Molecules 2025 dataset).

Output
* orbital gap (spin up / spin down): 5.926 / 8.420 eV
* charge: 0
* spin multiplicity: 3
* lowest unoccupied orbital energy (spin up / spin down): 0.160 / 0.146 eV

Each line ends with the Mulliken spin population.
Atoms and positions in Å:
Ti (-1.17, -0.99, -1.05)  1.87
Cl (-1.63, 1.30, -4.21)  0.00
Cl (-3.72, -2.19, -0.62)  0.00
Cl (-4.20, 1.00, -5.96)  0.00
Cl (-6.54, -0.83, -5.04)  0.00
Cl (-6.30, -2.42, -2.35)  0.00
P (-0.76, 0.74, 1.58)  -0.08
P (1.33, 0.27, -0.50)  0.09
O (-1.81, 0.04, 0.77)  0.01
O (-0.70, -2.70, -2.25)  -0.03
O (-0.36, -3.62, 2.13)  0.01
O (0.13, 0.60, -1.39)  -0.02
N (-0.42, -2.84, -0.03)  0.07
C (2.32, -1.09, -1.08)  -0.06
C (-1.50, 2.98, 0.22)  0.01
C (-1.48, 1.33, 5.55)  0.00
C (-0.69, -4.92, -1.20)  0.01
C (0.44, 4.63, 1.34)  0.00
C (-5.12, -0.69, -4.08)  0.03
C (-0.59, -3.42, -1.24)  -0.06
C (3.54, 1.82, 0.30)  0.00
C (0.87, 0.02, 1.23)  0.04
C (2.89, 3.90, -1.43)  0.00
C (2.09, 2.76, -1.38)  0.00
C (-2.93, 0.22, -3.66)  0.05
C (-1.02, 0.52, 3.33)  0.01
C (0.35, 3.31, 1.74)  0.00
C (3.88, -3.16, -2.05)  0.01
C (3.06, -1.88, -0.20)  0.03
C (-0.63, 2.48, 1.19)  0.00
C (-1.26, -1.03, 5.15)  0.00
C (2.36, -1.34, -2.45)  0.02
C (3.14, -2.38, -2.93)  0.00
C (-5.01, -1.39, -2.88)  -0.02
C (-1.03, -0.80, 3.81)  0.00
C (-0.76, -5.18, 0.30)  -0.01
C (-1.40, 4.30, -0.18)  0.00
C (-1.25, 1.58, 4.20)  0.00
C (-3.85, -1.23, -2.14)  -0.05
C (-4.06, 0.13, -4.48)  -0.01
C (4.33, 2.96, 0.26)  0.00
C (-0.44, 5.13, 0.38)  0.00
C (-0.49, -3.82, 0.94)  0.01
C (3.84, -2.91, -0.68)  0.00
C (4.00, 4.00, -0.60)  0.00
C (-1.48, 0.03, 6.02)  0.00
C (2.42, 1.73, -0.52)  0.01
C (-2.76, -0.43, -2.46)  0.05
H (-1.27, 2.60, 3.83)  0.00
H (-2.08, 4.68, -0.93)  0.00
H (3.81, 1.02, 0.97)  0.00
H (1.05, 2.93, 2.48)  0.00
H (-0.86, -1.63, 3.14)  0.00
H (-1.67, -0.17, 7.07)  0.00
H (-1.54, -5.26, -1.78)  0.00
H (-2.23, 2.31, -0.23)  -0.01
H (4.40, -3.53, 0.00)  0.00
H (5.20, 3.04, 0.90)  0.00
H (4.62, 4.89, -0.64)  0.00
H (1.21, 2.69, -2.01)  0.00
H (-1.76, -5.50, 0.62)  0.00
H (0.22, -5.32, -1.66)  0.00
H (4.48, -3.98, -2.43)  0.00
H (1.76, -0.75, -3.13)  0.00
H (2.63, 4.71, -2.10)  0.00
H (-1.27, -2.05, 5.52)  0.00
H (1.20, 5.27, 1.76)  0.00
H (3.02, -1.71, 0.87)  0.00
H (-0.37, 6.16, 0.07)  0.00
H (-0.05, -5.92, 0.68)  0.00
H (3.16, -2.58, -3.99)  0.00
H (1.61, 0.46, 1.92)  -0.01
H (0.78, -1.05, 1.42)  0.02
H (-1.66, 2.15, 6.23)  0.00

4.
# C27H43N2O2OsSSi3

C27H43N2O2OsSSi3 as an isolated structure (ωB97M-V with the def2-TZVPD basis set, the Open Molecules 2025 dataset).

Output
* orbital gap (spin up / spin down): 5.615 / 5.592 eV
* charge: +3
* lowest unoccupied orbital energy (spin up / spin down): -11.532 / -11.552 eV

Each line ends with the Löwdin charge.
Atoms and positions in Å:
Os (-0.59, 0.40, -0.43)  1.50
S (-1.12, 2.69, 2.23)  1.17
Si (0.47, -0.04, -3.30)  0.42
Si (-0.40, -2.80, -1.72)  0.50
Si (-2.62, -0.31, -2.21)  0.49
O (-1.04, 2.13, 0.81)  -0.69
O (0.68, 1.31, -2.31)  -0.38
N (4.08, -1.27, 3.16)  0.23
N (0.93, -0.35, 0.64)  -0.14
C (-0.79, -3.65, -3.34)  -0.14
C (0.77, -1.20, 1.69)  -0.10
C (-3.80, -0.79, -0.82)  -0.15
C (1.52, 3.14, 1.68)  -0.10
C (-2.45, 1.59, -2.09)  -0.15
C (2.79, 3.63, 1.94)  -0.05
C (2.09, -0.91, -3.61)  -0.12
C (-2.15, 0.21, 2.61)  -0.13
C (-2.02, -1.09, 4.62)  -0.03
C (0.79, 3.85, 3.87)  -0.07
C (0.54, 3.22, 2.65)  -0.36
C (1.78, -1.53, 2.54)  0.05
C (-1.27, -0.09, 5.22)  -0.02
C (-2.47, -0.94, 3.32)  -0.06
C (-0.70, -0.87, -1.97)  -0.53
C (-3.31, -1.03, -3.80)  -0.11
C (1.40, -3.04, -1.19)  -0.15
C (2.07, 4.32, 4.13)  -0.03
C (3.06, 4.21, 3.17)  -0.03
C (3.08, -0.99, 2.34)  -0.24
C (-0.33, 0.40, -4.93)  -0.13
C (-0.95, 1.07, 4.52)  -0.04
C (-1.37, 1.19, 3.21)  -0.35
C (1.27, 2.58, -2.66)  -0.04
C (2.19, 0.15, 0.42)  -0.12
C (-1.55, -3.29, -0.30)  -0.17
C (3.24, -0.13, 1.22)  0.04
H (-0.29, -4.62, -3.37)  0.06
H (-0.21, -1.63, 1.83)  0.10
H (4.22, 0.28, 0.99)  0.14
H (1.58, -2.21, 3.36)  0.14
H (5.00, -0.90, 3.00)  0.15
H (-4.29, -0.58, -3.95)  0.07
H (-3.45, -2.11, -3.69)  0.05
H (0.00, 3.99, 4.60)  0.12
H (4.05, 4.62, 3.36)  0.13
H (-0.39, 1.85, 5.01)  0.11
H (-2.56, 0.36, 1.61)  0.06
H (-3.82, -1.86, -0.61)  0.03
H (-2.29, -1.98, 5.18)  0.13
H (-0.46, -3.09, -4.22)  0.04
H (-3.10, -1.70, 2.86)  0.12
H (0.83, 2.95, -3.59)  0.11
H (1.96, -3.57, -1.97)  0.05
H (3.56, 3.59, 1.17)  0.12
H (2.27, 4.82, 5.07)  0.13
H (2.35, 2.48, -2.79)  0.11
H (-2.49, -3.71, -0.68)  0.05
H (0.37, 1.02, -5.50)  0.06
H (-2.12, 2.03, -3.04)  0.05
H (-1.86, -3.84, -3.44)  0.04
H (-1.09, -4.07, 0.31)  0.05
H (-3.43, 2.00, -1.85)  0.08
H (1.95, -1.94, -3.94)  0.05
H (-1.79, -2.44, 0.35)  -0.01
H (2.61, -0.38, -4.42)  0.06
H (-4.80, -0.52, -1.18)  0.07
H (-3.65, -0.25, 0.11)  0.01
H (-0.52, -0.49, -5.54)  0.06
H (1.27, 2.73, 0.71)  0.07
H (-0.94, -0.20, 6.24)  0.13
H (1.93, -2.10, -0.99)  0.00
H (-2.71, -0.85, -4.69)  0.03
H (1.06, 3.29, -1.87)  0.10
H (-1.27, 0.96, -4.85)  0.03
H (2.32, 0.77, -0.46)  0.12
H (1.44, -3.65, -0.29)  0.05
H (3.96, -1.90, 3.93)  0.15
H (2.76, -0.92, -2.74)  0.04
H (-1.77, 2.00, -1.32)  0.00

5.
# C4H8O2

A 2-piece molecular cluster, C4H8O2 overall (ωB97M-V with the def2-TZVPD basis set, the Open Molecules 2025 dataset).

Output
* orbital gap: 9.485 eV
* charge: 0
* lowest unoccupied orbital energy: 0.807 eV
* SMILES: C=CO.CC=O

Each line ends with the Löwdin charge.
Atoms and positions in Å:
O (1.33, 1.21, -0.68)  -0.04
O (-1.37, 0.97, -0.60)  0.03
C (1.62, 0.88, 0.61)  -0.31
C (-2.43, -1.15, -0.39)  -0.04
C (2.79, 0.36, 0.96)  0.00
C (-1.29, -0.23, -0.71)  -0.28
H (-0.34, -0.70, -1.04)  0.13
H (0.83, 1.07, 1.34)  0.11
H (-2.11, -1.89, 0.35)  0.09
H (0.38, 1.45, -0.73)  0.05
H (3.55, 0.18, 0.20)  0.06
H (-3.27, -0.57, -0.02)  0.08
H (-2.72, -1.71, -1.29)  0.09
H (3.02, 0.13, 1.99)  0.04